[1]
The following is a DFT calculation (the ωB97M-V functional and the def2-TZVPD basis) of 15 unconnected molecules or ions with the total composition CH29O17 at a distorted geometry.

Each line ends with the Löwdin charge.
Atoms and positions in Å:
C: 0.157 0.281 -0.485  -0.849
O: 1.277 0.054 -0.114  -0.009
O: -0.883 -0.521 -0.056  0.079
O: -0.095 1.075 -1.325  0.045
H: -0.630 -1.093 0.652  0.053
O: 2.946 0.407 -2.280  -0.042
H: 3.452 1.248 -2.203  0.079
H: 2.473 0.293 -1.466  -0.004
O: 0.947 -0.592 4.013  -0.075
H: 0.165 -0.490 3.458  -0.014
H: 1.117 0.321 4.306  0.065
O: 1.484 1.628 -4.266  -0.111
H: 1.905 1.028 -3.606  -0.017
H: 0.572 1.853 -3.925  0.054
O: 0.410 -1.047 -3.067  -0.016
H: 0.286 -0.617 -3.904  0.055
H: 0.280 -0.321 -2.467  -0.010
O: 2.591 -0.971 1.787  -0.033
H: 2.017 -0.494 1.266  -0.084
H: 2.262 -0.901 2.675  -0.021
O: -1.461 0.585 2.892  -0.029
H: -1.982 1.216 3.376  0.067
H: -1.900 -0.231 3.162  0.071
O: -1.246 3.697 0.288  -0.029
H: -0.356 3.699 0.006  -0.038
H: -1.643 2.901 -0.023  0.002
O: 0.983 -2.665 -1.111  -0.059
H: 0.712 -2.281 -1.949  -0.012
H: 1.181 -1.810 -0.673  0.019
O: -3.444 -1.263 0.576  -0.075
H: -2.653 -0.782 0.223  0.004
H: -4.214 -0.744 0.375  0.015
O: -2.859 0.296 -1.928  -0.024
H: -3.123 0.947 -1.275  0.034
H: -1.974 0.414 -1.685  -0.048
O: -1.554 -3.767 0.109  -0.071
H: -0.641 -3.568 -0.079  -0.014
H: -2.136 -3.405 -0.576  0.042
O: 0.919 1.659 2.033  -0.041
H: 0.111 1.288 2.361  -0.035
H: 1.103 1.368 1.122  0.013
O: -0.091 -2.319 2.124  -0.009
H: 0.620 -2.648 2.631  0.036
H: -0.737 -2.999 2.289  0.053
O: 1.190 3.489 -1.039  -0.031
H: 0.516 2.824 -1.250  0.009
H: 1.946 2.959 -0.973  0.007

Results
LUMO level	2.20	eV
energy relative to the best compared isomer or geometry (same formula, charge and spin)	11.85	kcal/mol
net charge	-1

[2]
The following is a DFT calculation (the ωB97M-V functional and the def2-TZVPD basis) of 2 unconnected molecules or ions with the total composition CH2BF3 at a distorted geometry.

Each line ends with the Löwdin charge.
Atoms and positions in Å:
B: -0.740 1.340 -0.549  0.074
C: 0.000 -0.121 1.305  -0.337
F: -0.621 -1.234 0.989  0.038
F: -0.562 2.021 -1.728  0.068
F: -0.688 0.439 2.278  0.040
H: 1.119 -0.211 1.519  0.125
H: -1.653 1.533 0.058  -0.007

Results
LUMO level	0.09	eV
energy relative to the best compared isomer or geometry (same formula, charge and spin)	71.73	kcal/mol

[3]
The following is a DFT calculation (the ωB97M-V functional and the def2-TZVPD basis) of a gas-phase ion, CH2BF3NO2 (charge -1).

Each line ends with the Löwdin charge.
Atoms and positions in Å:
O: -1.870 -0.184 0.984  0.083
B: -0.675 -0.721 0.447  -0.802
O: -0.109 -1.716 1.255  0.101
N: -0.152 -0.388 -0.820  0.208
C: 0.633 0.621 -0.989  -0.687
F: 0.123 1.934 -0.668  -0.039
F: 1.834 0.661 -0.183  -0.042
F: 1.126 0.806 -2.258  0.029
H: -1.740 0.746 1.183  0.072
H: 0.830 -1.760 1.051  0.076

Results
LUMO level	3.83	eV
net charge	-1

[4]
The following is a DFT calculation (the ωB97M-V functional and the def2-TZVPD basis) of CH2Br2 in the gas phase at a distorted geometry.

Each line ends with the Löwdin charge.
Atoms and positions in Å:
Br: 0.954 0.738 0.531  0.543
Br: -1.684 -1.412 0.649  0.454
C: -0.077 -0.552 1.590  -0.995
H: -0.375 -0.091 2.456  -0.064
H: 0.468 -1.464 2.122  0.062

Results
LUMO level	-0.02	eV
energy relative to the best compared isomer or geometry (same formula, charge and spin)	13.16	kcal/mol
SMILES string	BrCBr

[5]
The following is a DFT calculation (the ωB97M-V functional and the def2-TZVPD basis) of a molecular structure, CH2Br2Na at a distorted geometry.

Each line ends with the Löwdin charge.
Atoms and positions in Å:
Br: -3.085 -0.298 1.770  0.840
Br: -2.121 0.357 -1.207  0.840
C: -3.524 -0.309 -0.091  -0.925
H: -3.763 -1.346 -0.397  0.049
H: -4.431 0.306 -0.249  0.049
Na: -1.251 0.528 0.829  0.146

Results
LUMO level	-4.11	eV
net charge	+1

[6]
The following is a DFT calculation (the ωB97M-V functional and the def2-TZVPD basis) of 2 unconnected molecules or ions with the total composition CH2Br2O2 at a distorted geometry.

Each line ends with the Löwdin charge.
Atoms and positions in Å:
C: 1.229 0.084 0.476  -0.962
O: 0.452 0.909 -0.202  -0.039
O: 1.435 0.088 1.641  0.089
Br: 1.845 -1.125 -0.907  0.733
Br: -2.139 -1.292 -0.712  0.355
H: -0.261 1.273 0.295  0.098
H: -2.560 0.064 -0.591  -0.274

Results
LUMO level	0.06	eV
energy relative to the best compared isomer or geometry (same formula, charge and spin)	2.04	kcal/mol
SMILES string	O=C(O)Br.Br

[7]
The following is a DFT calculation (the ωB97M-V functional and the def2-TZVPD basis) of a molecular structure, CH2Br2O2S at a distorted geometry.

Each line ends with the Mulliken spin population.
Atoms and positions in Å:
C: 0.034 -0.319 0.820  0.157
O: 1.248 0.970 -1.188  0.037
O: -1.125 1.201 -0.982  0.040
S: 0.039 0.438 -0.796  0.230
Br: -0.161 1.013 2.158  0.779
Br: -0.225 -1.411 -1.837  0.708
H: 0.961 -0.728 1.141  0.027
H: -0.771 -1.163 0.683  0.022

Results
LUMO level (alpha / beta)	0.11 / -6.07	eV
energy relative to the best compared isomer or geometry (same formula, charge and spin)	65.49	kcal/mol
multiplicity	3
expectation value of S²	2.010

[8]
The following is a DFT calculation (the ωB97M-V functional and the def2-TZVPD basis) of 2 unconnected molecules or ions with the total composition CH2Br2S at a distorted geometry.

Each line ends with the Mulliken spin population.
Atoms and positions in Å:
C: 0.247 0.094 0.499  0.780
S: -0.109 1.084 -0.860  0.192
Br: 1.609 0.856 1.742  0.010
Br: -2.289 -3.219 -1.528  0.999
H: -0.259 -0.840 0.658  0.013
H: 0.801 2.026 -0.512  0.006

Results
LUMO level (alpha / beta)	0.26 / -3.88	eV
energy relative to the best compared isomer or geometry (same formula, charge and spin)	2.44	kcal/mol
multiplicity	3
expectation value of S²	2.009

[9]
The following is a DFT calculation (the ωB97M-V functional and the def2-TZVPD basis) of 2 unconnected molecules or ions with the total composition CH2BrCl2P at a distorted geometry.

Each line ends with the Löwdin charge.
Atoms and positions in Å:
C: 1.532 0.082 -0.012  -0.275
P: -0.152 -0.132 0.152  -0.010
Cl: -0.924 1.041 -1.251  0.202
Cl: -0.681 -2.016 -0.351  0.180
Br: -3.646 0.514 1.386  -0.042
H: 1.731 1.051 -0.380  -0.009
H: 2.141 -0.540 0.457  -0.045

Results
LUMO level (alpha / beta)	-1.60 / -3.43	eV
energy relative to the best compared isomer or geometry (same formula, charge and spin)	69.26	kcal/mol

[10]
The following is a DFT calculation (the ωB97M-V functional and the def2-TZVPD basis) of 2 unconnected molecules or ions with the total composition CH2BrCl2P at a distorted geometry.

Each line ends with the Löwdin charge.
Atoms and positions in Å:
C: 0.200 -0.865 -0.526  -0.402
P: 0.230 -2.343 0.301  0.067
Cl: -1.015 -1.852 1.836  0.187
Cl: -1.079 -3.379 -0.850  0.181
Br: 2.885 0.214 0.384  0.022
H: 0.235 -0.822 -1.569  0.007
H: 0.254 -0.067 0.196  -0.063

Results
LUMO level (alpha / beta)	-2.11 / -3.34	eV
energy relative to the best compared isomer or geometry (same formula, charge and spin)	58.97	kcal/mol

[11]
The following is a DFT calculation (the ωB97M-V functional and the def2-TZVPD basis) of 2 unconnected molecules or ions with the total composition CH2BrClNO2 at a distorted geometry.

Each line ends with the Löwdin charge.
Atoms and positions in Å:
C: 1.012 -0.207 -0.168  -0.704
N: -1.866 0.696 0.163  -0.296
O: -1.128 0.391 1.069  -0.151
O: 0.522 -0.093 -1.334  -0.224
Cl: 2.803 0.767 0.000  0.093
Br: -3.311 -0.680 -0.301  0.275
H: 1.449 -1.132 -0.081  0.012
H: 0.519 0.258 0.652  -0.005

Results
LUMO level (alpha / beta)	2.28 / 2.29	eV
energy relative to the best compared isomer or geometry (same formula, charge and spin)	20.59	kcal/mol
net charge	-1

[12]
The following is a DFT calculation (the ωB97M-V functional and the def2-TZVPD basis) of a molecular structure, CH2BrClO at a distorted geometry.

Each line ends with the Mulliken spin population.
Atoms and positions in Å:
C: -1.057 -0.026 0.285  0.827
O: 1.316 0.764 -1.016  0.738
Cl: -0.075 -1.055 1.079  0.136
Br: 2.496 -0.256 -0.213  0.270
H: -0.772 1.028 0.195  0.018
H: -1.908 -0.455 -0.331  0.011

Results
LUMO level (alpha / beta)	-0.20 / -2.45	eV
energy relative to the best compared isomer or geometry (same formula, charge and spin)	17.72	kcal/mol
multiplicity	3
expectation value of S²	2.011